Entry 1:
# C20H59N5O7

A cluster of 7 separate species, C20H59N5O7 in total (ωB97M-V with the def2-TZVPD basis set, the OMol25 dataset).

* SMILES: COC[C@H](C)N.COC[C@H](C)N.COC[C@H](C)N.COC[C@H](C)N.COC[C@H](C)N.O.O
* highest occupied orbital energy: -0.3208 Ha
* gap between HOMO and LUMO: 9.176 eV

Element x y z (Å)
O: 24.13 -28.78 -10.17
O: 19.77 -30.23 -4.95
O: 19.07 -35.20 -3.30
O: 16.56 -28.24 -10.33
O: 20.67 -30.64 -7.44
O: 22.13 -26.65 -5.40
O: 15.97 -32.53 -1.92
N: 17.27 -30.49 -3.55
N: 18.74 -31.02 -9.65
N: 26.92 -26.21 -10.44
N: 24.78 -28.02 -5.72
N: 21.41 -32.39 -3.99
C: 20.43 -34.64 -3.39
C: 22.36 -27.97 -5.01
C: 18.84 -35.93 -2.10
C: 23.85 -28.23 -4.63
C: 20.35 -33.88 -5.81
C: 20.38 -33.40 -4.32
C: 16.44 -31.47 -4.18
C: 24.73 -27.46 -10.19
C: 18.26 -29.65 -10.00
C: 15.23 -27.95 -10.73
C: 16.81 -31.54 -5.65
C: 20.88 -26.34 -5.95
C: 26.27 -27.47 -10.17
C: 23.15 -29.00 -9.14
C: 26.86 -28.17 -8.93
C: 24.37 -27.52 -3.36
C: 16.14 -33.65 -1.02
C: 18.96 -29.11 -11.30
C: 16.79 -29.67 -10.19
C: 16.42 -32.78 -3.34
H: 15.80 -34.63 -1.33
H: 20.21 -30.95 -4.49
H: 20.18 -30.42 -6.65
H: 18.41 -29.06 -9.09
H: 18.93 -30.14 -4.50
H: 24.40 -27.04 -9.24
H: 21.37 -34.02 -6.17
H: 26.39 -28.21 -10.97
H: 17.40 -33.25 -3.23
H: 17.12 -29.60 -3.99
H: 26.81 -25.98 -11.41
H: 24.34 -26.43 -3.40
H: 18.73 -29.67 -12.21
H: 16.27 -29.93 -9.27
H: 22.24 -32.40 -4.58
H: 19.74 -34.78 -5.91
H: 21.41 -31.16 -7.14
H: 21.68 -28.42 -4.29
H: 18.16 -31.33 -8.88
H: 24.37 -28.39 -6.56
H: 27.91 -26.40 -10.42
H: 24.84 -27.03 -5.90
H: 21.24 -35.35 -3.56
H: 16.63 -30.58 -6.13
H: 17.16 -33.69 -0.64
H: 20.05 -29.12 -11.26
H: 14.99 -28.29 -11.74
H: 24.42 -26.78 -10.98
H: 15.77 -33.49 -3.84
H: 25.43 -27.77 -3.22
H: 16.81 -30.51 -2.65
H: 20.79 -25.27 -6.13
H: 20.06 -26.54 -5.26
H: 23.83 -27.97 -2.54
H: 20.72 -26.72 -6.96
H: 19.96 -33.05 -6.39
H: 19.67 -30.93 -9.28
H: 23.90 -29.32 -4.56
H: 27.94 -28.02 -8.99
H: 22.22 -28.64 -5.86
H: 22.89 -30.05 -9.10
H: 26.47 -29.19 -8.87
H: 17.79 -36.23 -2.08
H: 26.62 -27.67 -7.99
H: 15.14 -26.86 -10.72
H: 23.53 -28.78 -8.14
H: 19.62 -36.69 -2.08
H: 16.47 -30.05 -11.16
H: 17.88 -31.74 -5.70
H: 16.40 -32.51 -5.95
H: 22.21 -28.55 -9.44
H: 15.47 -33.51 -0.17
H: 18.58 -28.14 -11.64
H: 21.84 -32.72 -3.14
H: 14.57 -28.34 -9.96
H: 19.04 -35.40 -1.17
H: 20.77 -34.43 -2.37
H: 19.39 -32.96 -4.19
H: 15.48 -30.98 -4.02

These are the Mulliken partial charges, in e, on atoms 1 to 5:
1 O -0.4180
2 O -0.9752
3 O -0.2605
4 O -0.3217
5 O -0.3842



Entry 2:
# C2Br3ClF2

A structure of composition C2Br3ClF2 (ωB97M-V with the def2-TZVPD basis set, the OMol25 dataset).

* highest occupied orbital energy: -0.3899 Ha
* gap between HOMO and LUMO: 9.945 eV

Element x y z (Å)
Br: 2.20 -0.75 0.09
Br: -0.96 -2.12 -0.38
Br: -2.36 0.81 0.05
Cl: -0.38 -0.07 1.99
F: 0.55 0.42 -1.76
F: 0.97 1.58 0.11
C: 0.63 0.32 -0.39
C: -0.65 -0.18 0.29

These are the Mulliken partial charges, in e, on atoms 1 to 5:
1 Br -0.0236
2 Br 0.0035
3 Br 0.0174
4 Cl -0.0291
5 F -0.1662



Entry 3:
# C8H20F2KNO8S2

A structure of composition C8H20F2KNO8S2 (ωB97M-V with the def2-TZVPD basis set, the OMol25 dataset).

* highest occupied orbital energy: -0.3481 Ha
* gap between HOMO and LUMO: 9.160 eV

Element x y z (Å)
K: 20.40 -1.79 -18.37
S: 23.13 1.11 -17.86
S: 22.14 1.18 -20.03
F: 21.39 0.20 -21.10
F: 23.74 -0.10 -16.99
O: 21.05 2.05 -19.71
O: 18.27 0.09 -18.23
O: 18.28 -3.58 -17.70
O: 19.99 -0.62 -16.18
O: 22.23 1.75 -16.96
O: 23.18 1.71 -20.85
O: 17.74 -3.71 -20.47
O: 24.26 1.87 -18.22
N: 22.50 0.06 -18.99
C: 17.91 0.41 -16.90
C: 17.57 -4.66 -21.51
C: 18.65 -4.01 -16.41
C: 17.25 -0.08 -19.18
C: 19.17 0.53 -16.06
C: 17.29 -4.42 -18.25
C: 20.80 -0.94 -15.05
C: 16.71 -3.75 -19.47
H: 19.19 -3.22 -15.88
H: 17.80 -4.28 -15.77
H: 19.32 -4.87 -16.48
H: 16.47 -4.67 -17.56
H: 17.46 1.41 -16.97
H: 17.23 -0.33 -16.46
H: 17.60 -0.71 -20.00
H: 19.68 1.49 -16.18
H: 21.69 -0.30 -15.11
H: 16.48 -2.70 -19.31
H: 20.29 -0.79 -14.10
H: 16.34 -0.39 -18.65
H: 16.97 0.90 -19.59
H: 16.69 -4.35 -22.08
H: 18.44 -4.64 -22.16
H: 18.85 0.50 -15.00
H: 15.85 -4.30 -19.87
H: 17.74 -5.38 -18.53
H: 17.41 -5.67 -21.10
H: 21.19 -1.94 -15.22

These are the Mulliken partial charges, in e, on atoms 1 to 5:
1 K 0.8629
2 S 1.0700
3 S 1.1208
4 F -0.3439
5 F -0.3028



Calculated total energy values, unit eV, following the record order: -43474.535; -230157.869; -69918.558.